i) Below is a cluster of 3 separate species, C5H13NO2 in total, with properties calculated with ωB97M-V with the def2-TZVPD basis set.

Results
Orbital gap: 8.403 eV
Net charge: 0

Last column: natural (NBO) charge in e.
Atoms and positions in Å:
C: -0.939 0.196 -1.245  -0.196
C: 0.096 1.075 -1.958  -0.676
C: -0.674 -0.240 0.109  0.581
N: 0.661 -0.319 0.490  -0.447
C: 0.949 -0.574 1.906  -0.402
C: 1.568 -1.087 -0.336  -0.415
O: -1.534 -0.472 0.980  -0.624
H: -1.962 0.324 -1.536  0.232
H: -0.647 -1.553 -2.146  0.033
H: -0.505 1.907 -2.300  0.228
H: 0.562 0.675 -2.826  0.232
H: 0.843 1.388 -1.209  0.234
H: 0.422 0.135 2.529  0.234
H: 2.042 -0.463 1.987  0.194
H: 0.778 -1.645 2.175  0.194
H: 1.168 -2.200 -0.333  0.183
H: 2.544 -1.035 0.083  0.209
H: 1.559 -0.904 -1.413  0.221
H: -2.822 1.416 2.227  0.469
H: -1.837 1.363 1.114  0.470
O: -2.273 2.012 1.701  -0.953

ii) Below is a cluster of 3 separate species, C5H13NO2 in total, with properties calculated with ωB97M-V with the def2-TZVPD basis set.

Results
Orbital gap: 4.652 eV
Net charge: 0

Last column: natural (NBO) charge in e.
Atoms and positions in Å:
C: -0.485 -1.213 0.369  -0.381
C: -0.990 -0.489 1.526  0.166
C: -1.112 0.899 1.583  -0.342
C: -1.907 1.549 2.470  -0.135
N: -0.911 -0.623 -0.916  -0.612
C: -0.047 -1.170 -1.932  0.087
O: 1.241 -0.789 -1.766  -0.798
H: -0.734 -2.306 0.407  0.231
H: 0.629 -1.284 0.345  0.312
H: -1.556 -1.079 2.244  0.209
H: 1.342 0.538 -1.153  0.496
H: -0.605 1.556 0.879  0.274
H: -2.007 2.626 2.477  0.215
H: -2.560 1.011 3.149  0.195
H: -0.614 0.332 -0.694  0.381
H: -0.162 -2.275 -1.869  0.121
H: -0.441 -0.887 -2.931  0.179
H: 3.706 0.271 -1.341  0.005
H: 4.349 -0.025 -1.559  -0.007
H: 1.806 1.817 -0.373  0.451
O: 1.058 1.541 -0.916  -1.048

Which structure is the least stable? The one labeled ii).

i) Below is a cluster of 2 separate species, C5H13NO2 in total, with properties calculated with ωB97M-V with the def2-TZVPD basis set.

Results
Orbital gap: 11.178 eV
Net charge: 0

Last column: natural (NBO) charge in e.
Atoms and positions in Å:
N: 0.245 2.404 1.328  -0.867
C: -0.806 2.570 2.206  0.879
O: -0.823 3.369 3.097  -0.601
O: -1.880 1.785 1.947  -0.681
H: 0.384 1.489 0.933  0.383
H: 1.077 2.902 1.594  0.406
H: -1.788 1.331 1.101  0.479
C: -0.526 -0.022 -1.395  -0.597
C: 0.573 -0.888 -0.788  -0.223
C: 0.100 -1.534 0.519  -0.604
C: 1.034 -1.949 -1.772  -0.603
H: -0.210 0.439 -2.330  0.217
H: -1.429 -0.608 -1.583  0.209
H: -0.767 0.810 -0.734  0.177
H: 1.428 -0.247 -0.559  0.186
H: 0.906 -2.105 0.971  0.214
H: -0.719 -2.234 0.321  0.207
H: -0.266 -0.799 1.234  0.194
H: 1.426 -1.516 -2.693  0.210
H: 1.826 -2.571 -1.354  0.210
H: 0.217 -2.627 -2.044  0.203

ii) Below is the molecule C5H13NO2, with properties calculated with ωB97M-V with the def2-TZVPD basis set.

Results
Orbital gap: 10.262 eV
Net charge: 0

Last column: natural (NBO) charge in e.
Atoms and positions in Å:
C: 2.673 -0.774 -0.160  -0.609
C: 1.186 -1.013 -0.402  -0.410
C: 0.299 0.048 0.267  -0.069
N: 0.557 1.408 -0.201  -0.858
C: -1.194 -0.258 0.019  0.069
O: -1.581 0.065 -1.299  -0.728
C: -2.087 0.513 1.002  -0.085
O: -3.445 0.290 0.724  -0.721
H: 3.260 -1.566 -0.616  0.215
H: 2.996 0.173 -0.589  0.198
H: 2.886 -0.759 0.908  0.200
H: 0.911 -1.993 -0.009  0.204
H: 0.977 -1.014 -1.475  0.205
H: 0.465 0.029 1.349  0.192
H: 0.762 1.391 -1.197  0.354
H: 1.366 1.798 0.265  0.371
H: -1.382 -1.331 0.122  0.182
H: -1.371 1.000 -1.424  0.472
H: -1.909 0.184 2.028  0.175
H: -1.846 1.585 0.924  0.167
H: -3.525 0.224 -0.238  0.476

iii) Below is a structure of composition C5H13NO2, with properties calculated with ωB97M-V with the def2-TZVPD basis set.

Results
Orbital gap: 10.459 eV
Net charge: 0

Last column: natural (NBO) charge in e.
Atoms and positions in Å:
C: -0.941 1.185 -0.495  0.014
C: -1.505 2.446 0.106  -0.650
O: -0.998 1.030 -1.843  -0.712
H: -0.373 1.749 -2.150  0.468
H: -1.384 0.298 -0.036  0.195
H: 0.431 1.423 -0.408  0.061
H: -1.098 3.332 -0.372  0.202
H: -1.263 2.488 1.166  0.217
H: -2.595 2.421 0.006  0.207
C: 1.044 -0.501 1.942  -0.269
C: -0.056 -2.314 -1.077  -0.682
C: 0.913 -1.632 -0.162  0.584
O: 0.281 -1.212 0.978  -0.524
N: 2.109 -1.442 -0.499  -0.721
H: 2.666 -0.902 0.157  0.341
H: 1.879 -1.108 2.308  0.183
H: 1.415 0.442 1.528  0.184
H: 0.363 -0.293 2.765  0.202
H: -0.684 -1.564 -1.559  0.244
H: 0.491 -2.858 -1.841  0.237
H: -0.696 -2.989 -0.513  0.222

iv) Below is a cluster of 2 separate species, C5H13NO2 in total, with properties calculated with ωB97M-V with the def2-TZVPD basis set.

Results
Orbital gap: 9.871 eV
Net charge: 0

Last column: natural (NBO) charge in e.
Atoms and positions in Å:
C: -3.190 0.640 -0.746  -0.612
C: -1.584 0.167 -0.915  -0.381
C: -0.891 0.161 0.394  -0.104
C: -1.511 -1.012 1.216  -0.611
N: 0.556 0.016 0.141  -0.651
C: 1.505 1.089 0.354  0.522
O: 1.067 2.013 1.053  -0.597
H: -3.592 0.556 0.239  0.202
H: -3.114 1.694 -1.171  0.202
H: -3.692 0.090 -1.440  0.203
H: -1.524 -0.769 -1.558  0.205
H: -1.387 1.146 -1.574  0.215
H: -1.231 1.104 0.856  0.242
H: -1.483 -1.091 2.258  0.219
H: -1.166 -2.067 0.842  0.198
H: -2.695 -1.041 0.985  0.210
H: 1.012 -0.875 0.057  0.390
H: 2.538 0.881 -0.015  0.147
O: 6.439 -0.709 -0.051  -0.915
H: 6.619 -0.977 -1.070  0.456
H: 7.324 -1.019 0.144  0.459

Which structure is the least stable? The one labeled iv).

i) Below is a cluster of 2 separate species, C5H13NO2 in total, with properties calculated with ωB97M-V with the def2-TZVPD basis set.

Results
Orbital gap: 10.131 eV
Net charge: 0

Last column: natural (NBO) charge in e.
Atoms and positions in Å:
C: 2.280 1.121 -2.090  -0.611
C: 1.961 0.223 -0.871  -0.404
C: 1.019 -0.987 -1.216  -0.491
C: -0.297 -0.676 -0.458  0.677
O: -1.068 -0.070 -1.192  -0.629
N: -0.691 -0.947 0.847  -0.629
C: 0.229 -1.552 1.655  -0.411
H: 2.370 2.267 -1.940  0.215
H: 1.384 1.050 -2.798  0.214
H: 3.145 0.785 -2.573  0.204
H: 2.987 -0.155 -0.477  0.201
H: 1.645 0.797 -0.060  0.210
H: 1.450 -2.074 -0.982  0.210
H: 0.632 -1.056 -2.247  0.252
H: -1.393 -0.333 1.178  0.411
H: -0.200 -1.727 2.658  0.211
H: 1.210 -1.070 1.918  0.174
H: 0.546 -2.527 1.191  0.195
O: -5.324 2.277 2.406  -0.932
H: -5.792 2.389 3.260  0.465
H: -6.093 2.266 1.793  0.467

ii) Below is a cluster of 2 separate species, C5H13NO2 in total, with properties calculated with ωB97M-V with the def2-TZVPD basis set.

Results
Orbital gap: 9.988 eV
Net charge: 0

Last column: natural (NBO) charge in e.
Atoms and positions in Å:
C: -1.028 -1.289 1.770  -0.622
C: -0.863 -0.634 0.402  -0.211
N: 0.301 0.295 0.295  -0.435
C: -0.046 1.709 0.707  -0.415
C: 1.516 -0.037 -0.135  0.670
C: 1.880 -1.501 -0.279  -0.712
O: 2.460 0.737 -0.405  -0.651
H: -0.123 -1.877 1.997  0.209
H: -1.888 -1.977 1.708  0.218
H: -1.204 -0.581 2.597  0.211
H: -0.663 -1.408 -0.364  0.211
H: -1.818 -0.141 0.140  0.209
H: -0.670 2.293 0.009  0.192
H: 0.894 2.258 0.882  0.240
H: -0.584 1.617 1.665  0.197
H: 1.434 -2.196 0.452  0.207
H: 2.979 -1.567 -0.201  0.252
H: 1.580 -1.817 -1.293  0.231
O: -1.470 1.652 -3.380  -0.942
H: -1.740 2.426 -3.925  0.471
H: -0.947 2.038 -2.641  0.471

Which structure is the least stable? The one labeled i).

i) Below is a cluster of 2 separate species, C5H13NO2 in total, with properties calculated with ωB97M-V with the def2-TZVPD basis set.

Results
Orbital gap: 10.221 eV
Net charge: 0

Last column: natural (NBO) charge in e.
Atoms and positions in Å:
C: 0.995 0.745 2.628  -0.610
C: 0.626 0.532 1.179  -0.407
C: -0.797 1.019 0.816  -0.397
C: -1.831 -0.118 0.775  -0.502
C: -1.470 -1.278 -0.129  0.672
N: -0.903 -0.946 -1.323  -0.836
O: -1.671 -2.438 0.190  -0.611
H: 1.177 1.778 2.894  0.203
H: 1.902 0.186 2.900  0.212
H: 0.261 0.369 3.337  0.204
H: 1.380 1.001 0.545  0.199
H: 0.690 -0.523 0.923  0.205
H: -1.089 1.646 1.653  0.212
H: -0.769 1.630 -0.083  0.194
H: -1.939 -0.498 1.788  0.233
H: -2.761 0.325 0.434  0.230
H: -0.870 -1.680 -2.021  0.407
H: -0.792 0.017 -1.592  0.393
O: 3.801 1.741 -3.543  -0.956
H: 4.282 0.914 -3.622  0.479
H: 3.688 2.044 -2.644  0.477

ii) Below is a cluster of 2 separate species, C5H13NO2 in total, with properties calculated with ωB97M-V with the def2-TZVPD basis set.

Results
Orbital gap: 9.976 eV
Net charge: 0

Last column: natural (NBO) charge in e.
Atoms and positions in Å:
C: -0.653 -1.815 -2.163  -0.622
C: -0.290 -0.408 -1.533  -0.407
C: 0.846 -0.490 -0.437  -0.441
C: 1.424 0.851 -0.118  -0.233
N: 1.283 1.286 1.347  -0.638
C: 0.428 2.312 1.831  0.536
O: -0.177 3.043 1.101  -0.594
H: 0.204 -2.496 -2.431  0.205
H: -1.065 -2.485 -1.356  0.207
H: -1.389 -1.606 -3.093  0.218
H: -1.242 -0.106 -1.008  0.218
H: -0.155 0.413 -2.261  0.208
H: 0.574 -0.906 0.570  0.229
H: 1.711 -1.166 -0.847  0.199
H: 2.590 1.037 -0.243  0.202
H: 0.922 1.680 -0.747  0.230
H: 1.867 0.839 1.900  0.365
H: 0.292 2.291 2.880  0.116
O: -2.114 -0.578 1.985  -0.949
H: -2.898 -0.143 2.394  0.477
H: -2.157 -1.553 2.228  0.474

Which structure is the least stable? The one labeled ii).

i) Below is the molecule C5H13NO2, with properties calculated with ωB97M-V with the def2-TZVPD basis set.

Results
Orbital gap: 9.289 eV
Net charge: 0

Last column: natural (NBO) charge in e.
Atoms and positions in Å:
C: 1.904 -1.080 -0.270  -0.663
C: 1.104 0.106 -0.768  0.076
O: 1.449 1.329 -0.147  -0.747
C: -0.699 0.069 -0.909  -0.037
N: -1.240 1.375 -1.036  -0.836
C: -0.936 -0.632 0.364  0.095
C: -0.663 0.011 1.704  -0.646
O: -2.599 -0.783 0.274  -0.805
H: 1.524 -2.017 -0.683  0.227
H: 1.891 -1.144 0.822  0.206
H: 2.958 -0.970 -0.551  0.215
H: 1.320 0.247 -1.832  0.147
H: 2.308 1.280 0.301  0.475
H: -0.934 -0.549 -1.774  0.213
H: -0.952 1.836 -1.892  0.374
H: -0.971 1.982 -0.265  0.374
H: -0.701 -1.692 0.332  0.208
H: 0.342 -0.211 2.076  0.211
H: -1.369 -0.374 2.441  0.242
H: -0.797 1.095 1.681  0.209
H: -2.939 0.122 0.133  0.461

ii) Below is a cluster of 3 separate species, C5H13NO2 in total, with properties calculated with ωB97M-V with the def2-TZVPD basis set.

Results
Orbital gap: 8.461 eV
Net charge: 0

Last column: natural (NBO) charge in e.
Atoms and positions in Å:
C: -0.881 0.335 -0.846  -0.435
C: -1.955 -0.238 -0.315  -0.198
C: -1.974 -1.531 0.326  -0.326
C: -0.997 -2.189 1.007  0.229
C: -1.253 -3.498 1.658  -0.658
N: 0.235 -1.651 1.497  -0.828
H: -0.764 1.361 -1.124  0.194
H: -0.012 -0.219 -1.209  0.197
H: -2.928 0.233 -0.371  0.206
H: -2.871 -2.164 0.324  0.208
H: -2.133 -4.092 1.568  0.228
H: -1.255 -3.298 2.731  0.205
H: -0.404 -4.187 1.524  0.227
H: 0.190 -1.645 2.519  0.369
H: 0.397 -0.746 1.080  0.382
O: 2.886 4.461 -0.817  -0.950
H: 2.050 4.538 -0.323  0.487
H: 3.560 4.201 -0.185  0.484
O: 2.963 3.312 -3.284  -0.967
H: 3.147 3.677 -2.397  0.489
H: 1.997 3.340 -3.363  0.458

Which structure is the least stable? The one labeled i).

i) Below is a cluster of 3 separate species, C5H13NO2 in total, with properties calculated with ωB97M-V with the def2-TZVPD basis set.

Results
Orbital gap: 5.517 eV
Net charge: 0

Last column: natural (NBO) charge in e.
Atoms and positions in Å:
C: -1.451 -0.453 0.572  -0.272
C: -1.309 -0.015 1.999  -0.675
C: -0.513 -0.243 -0.427  0.516
N: 0.727 0.443 0.037  -0.415
C: 1.862 -0.011 -0.792  -0.422
C: 0.483 1.804 0.302  -0.268
O: -0.615 -0.468 -1.648  -0.681
H: -2.354 -0.960 0.254  0.221
H: -1.446 2.183 -0.335  0.203
H: -1.967 -0.614 2.637  0.232
H: -1.716 0.991 2.165  0.218
H: -0.295 -0.142 2.367  0.225
H: 2.026 -1.059 -0.593  0.246
H: 2.788 0.504 -0.520  0.197
H: 1.663 0.227 -1.836  0.218
H: 0.604 2.047 1.359  0.230
H: -0.661 1.842 0.106  0.034
H: 1.042 2.517 -0.321  0.214
H: 0.115 -2.150 -1.591  0.488
H: 0.314 -3.507 -2.200  0.463
O: 0.703 -2.935 -1.535  -0.975

ii) Below is a cluster of 3 separate species, C5H13NO2 in total, with properties calculated with ωB97M-V with the def2-TZVPD basis set.

Results
Orbital gap: 8.891 eV
Net charge: 0

Last column: natural (NBO) charge in e.
Atoms and positions in Å:
C: 0.252 -0.436 2.185  -0.327
C: 1.249 -0.083 1.372  -0.219
C: 1.124 -0.030 -0.028  0.120
N: 0.842 1.328 -0.462  -0.860
C: 1.055 -1.128 -0.843  -0.258
C: 0.928 -1.190 -2.323  -0.656
H: -0.660 -0.675 1.887  0.182
H: 0.312 -0.181 3.090  0.171
H: 2.144 0.155 1.913  0.209
H: 0.950 1.517 -1.492  0.389
H: 1.232 2.116 0.137  0.387
H: 0.843 -2.078 -0.390  0.209
H: 1.620 -0.590 -2.905  0.212
H: -0.126 -0.926 -2.485  0.216
H: 1.125 -2.183 -2.686  0.222
O: -2.778 -1.092 0.989  -0.925
H: -2.550 -0.323 1.326  0.460
H: -2.475 -1.200 0.123  0.471
O: -2.067 2.238 0.268  -0.933
H: -1.248 1.874 0.592  0.473
H: -1.771 2.888 -0.269  0.457

Which structure is the least stable? The one labeled i).